No. 1
The following is a DFT calculation (wB97M-V/def2-TZVPD) of a single C2H4N2O2 molecule.

```
10
Properties=species:S:1:pos:R:3:forces:R:3
O 0.0712 -2.1703 -0.5857 0.108 2.368 -0.030
C 0.2106 -0.9529 -0.7003 0.479 -2.892 -1.406
C -0.8660 0.0861 -0.5220 0.966 -0.885 0.334
N -0.2668 0.5864 0.7113 0.781 2.247 0.021
N 0.9420 1.3416 0.5641 -1.132 -1.515 1.855
O 1.6298 1.2391 1.5546 -0.573 0.488 -1.196
H 1.2387 -0.5096 -0.8644 -0.739 -0.339 0.039
H -1.8277 -0.3986 -0.3363 0.092 0.375 -0.036
H -0.8781 0.8148 -1.3368 -0.067 0.072 0.424
H -0.2536 -0.0366 1.5155 0.084 0.079 -0.006
```
Positions in Å, forces in eV/Å.

Results
Calculated total energy: -338.48519 a.u.
Frontier orbital gap: 9.853 eV
SMILES: O=CCNN=O

***

No. 2
The following is a DFT calculation (wB97M-V/def2-TZVPD) of 6 unconnected molecules or ions with the total composition C24H30F18O12.

```
84
Properties=species:S:1:pos:R:3:forces:R:3
C -1.4439 2.5223 -6.4880 -0.254 0.256 0.233
C -1.6839 1.1068 -6.9341 0.360 -0.083 -0.125
O -2.8359 1.1158 -7.8011 -0.349 0.513 -0.095
C -2.9990 0.1476 -8.6693 0.176 -0.326 0.020
O -2.2581 -0.7611 -8.8994 0.133 -0.104 -0.033
C -4.3401 0.2937 -9.4236 0.111 -0.012 -0.105
F -5.2876 0.8155 -8.6525 -0.200 0.155 0.058
F -4.1973 1.0693 -10.5117 0.047 0.013 0.176
F -4.7504 -0.9047 -9.8333 -0.065 -0.110 -0.062
H -1.3255 3.2322 -7.3076 -0.009 -0.213 -0.189
H -0.5438 2.5779 -5.8765 -0.031 -0.118 0.088
H -2.2932 2.8352 -5.8823 0.126 0.117 0.040
H -1.9410 0.4688 -6.0895 0.131 -0.034 0.014
H -0.8202 0.7003 -7.4599 -0.150 -0.132 -0.085
C -1.6133 0.8310 7.0931 -0.362 -0.311 0.738
C -1.2418 0.0736 5.8418 0.015 -0.017 0.648
O -1.5155 0.8682 4.6728 0.609 -0.089 -0.319
C -2.6401 0.6069 4.0357 0.023 0.471 0.452
O -3.5342 -0.0861 4.4137 -0.180 -0.253 -0.244
C -2.7175 1.3978 2.7134 -0.284 -0.011 -0.009
F -1.7215 2.2634 2.5422 0.043 -0.146 -0.042
F -2.7277 0.5323 1.6934 0.118 0.054 -0.116
F -3.8639 2.0851 2.6797 -0.078 0.033 -0.024
H -1.1342 1.8005 7.2153 -0.070 0.104 -0.455
H -1.3063 0.2744 7.9851 0.036 -0.218 -0.219
H -2.6987 0.9115 7.1718 0.047 0.305 -0.083
H -1.8165 -0.8460 5.7605 0.053 -0.045 0.076
H -0.1798 -0.1626 5.8583 0.021 0.132 -0.428
C -4.6021 3.6007 -0.6634 -0.012 0.337 0.128
C -4.4056 2.2757 -1.3554 0.519 0.317 0.327
O -5.0462 2.3270 -2.6452 -0.428 -0.325 -0.180
C -4.3340 2.0468 -3.7148 0.016 0.242 0.306
O -3.1467 1.9073 -3.7712 0.201 -0.104 -0.230
C -5.2304 1.9139 -4.9726 0.256 -0.349 0.407
F -4.7725 0.8893 -5.6886 -0.135 0.071 -0.209
F -6.4941 1.6786 -4.6427 -0.120 0.109 -0.227
F -5.1640 3.0181 -5.7277 -0.061 0.044 0.025
H -5.6492 3.8997 -0.6334 -0.003 -0.114 -0.004
H -4.0436 4.3859 -1.1759 -0.059 -0.025 -0.068
H -4.2345 3.5668 0.3627 0.014 -0.179 -0.013
H -4.8421 1.4455 -0.8041 -0.158 -0.009 -0.109
H -3.3425 2.0876 -1.4927 -0.035 -0.137 -0.061
C -7.4767 -2.4082 -7.7789 0.114 0.692 0.094
C -6.1901 -3.1969 -7.8522 -0.498 -0.626 -0.481
O -5.1993 -2.6916 -6.9445 0.055 0.893 0.145
C -5.3041 -3.0195 -5.6727 0.286 -1.080 0.035
O -5.9479 -3.9222 -5.2173 -0.255 0.452 0.127
C -4.3128 -2.2276 -4.7805 0.024 0.270 -0.265
F -4.9513 -1.3348 -4.0032 -0.028 -0.159 -0.179
F -3.6580 -3.0609 -3.9760 0.015 0.007 -0.086
F -3.4237 -1.5674 -5.5355 0.018 -0.038 0.299
H -7.9674 -2.4478 -6.8080 0.073 -0.226 0.024
H -8.1907 -2.7141 -8.5421 0.070 -0.220 0.015
H -7.2471 -1.3573 -7.9808 -0.052 -0.024 0.025
H -5.7567 -3.0871 -8.8428 0.207 0.045 0.096
H -6.3438 -4.2608 -7.6706 0.024 0.040 0.163
C -1.7745 5.2133 -4.3089 -0.345 0.367 0.346
C -2.9853 5.6258 -5.1248 0.601 -0.071 -0.559
O -4.1515 5.4872 -4.3020 -0.176 -0.119 0.342
C -5.2978 5.7454 -4.9094 0.347 -0.120 -0.328
O -5.4166 6.0996 -6.0439 -0.303 0.067 0.025
C -6.5022 5.5418 -3.9717 -0.349 0.574 -0.390
F -7.0551 6.7511 -3.7503 0.069 -0.167 0.132
F -7.4279 4.7794 -4.5522 0.115 -0.087 0.024
F -6.1697 5.0078 -2.8086 -0.031 -0.058 0.216
H -0.9833 4.8428 -4.9538 0.089 0.119 -0.009
H -2.0359 4.4306 -3.5965 -0.023 -0.141 -0.167
H -1.4282 6.0686 -3.7276 0.205 -0.088 -0.019
H -3.0873 5.0210 -6.0286 -0.250 -0.160 0.189
H -2.9176 6.6545 -5.4824 -0.038 0.040 0.167
C -13.8457 -0.2191 -8.6537 0.645 -0.839 0.265
C -12.7500 0.8254 -8.5648 -1.028 0.064 -0.399
O -12.0238 0.7025 -7.3370 0.555 0.485 0.148
C -10.9837 -0.1144 -7.3321 -0.811 -0.395 0.025
O -10.7189 -0.9170 -8.1754 0.468 0.020 -0.170
C -10.1723 0.0198 -6.0299 -0.050 -0.271 0.102
F -9.7972 -1.1935 -5.6122 0.053 0.070 -0.042
F -9.0787 0.7431 -6.2723 0.141 0.114 0.058
F -10.8640 0.5897 -5.0459 0.041 0.119 -0.043
H -14.5281 -0.2212 -7.8053 -0.205 0.488 -0.156
H -13.3733 -1.2054 -8.6015 0.009 0.042 -0.234
H -14.3508 -0.1594 -9.6152 -0.230 0.136 0.116
H -13.1715 1.8283 -8.5405 0.071 0.036 0.096
H -12.1135 0.7493 -9.4448 0.362 -0.064 0.254
```
Positions in Å, forces in eV/Å.

Results
Calculated total energy: -3633.09709 a.u.
Frontier orbital gap: 11.673 eV
SMILES: CCOC(=O)C(F)(F)F.CCOC(=O)C(F)(F)F.CCOC(=O)C(F)(F)F.CCOC(=O)C(F)(F)F.CCOC(=O)C(F)(F)F.CCOC(=O)C(F)(F)F

***

No. 3
The following is a DFT calculation (wB97M-V/def2-TZVPD) of 9 unconnected molecules or ions with the total composition C19H55NO9S8.

```
92
Properties=species:S:1:pos:R:3:forces:R:3
C -42.0748 -5.9355 5.6895 0.597 -0.302 0.904
C -41.3482 -5.1109 4.6325 -0.565 -0.833 -1.685
O -40.8091 -4.0750 4.9272 0.621 0.747 0.511
N -41.2807 -5.5513 3.3090 -1.595 -1.368 0.029
C -42.1305 -6.6704 2.6927 1.538 1.104 1.180
H -41.6125 -6.8993 5.9031 0.195 -0.298 -0.752
H -43.1430 -6.1445 5.6330 0.034 0.401 -0.494
H -41.8519 -5.4373 6.6330 -0.440 0.439 -0.114
H -40.6558 -5.0689 2.6789 -0.199 0.221 0.379
H -41.6123 -7.5983 2.9346 -0.459 -0.251 -0.115
H -42.1747 -6.5599 1.6092 0.083 0.204 0.158
H -43.1431 -6.6471 3.0953 0.168 -0.063 0.013
C -42.3029 1.0413 2.7418 -0.855 -0.525 -0.195
S -42.8189 2.0673 1.3195 1.136 1.340 0.756
O -43.1097 3.4682 1.8540 0.468 -1.926 -0.672
C -41.0833 2.0432 0.6621 -0.610 0.552 -0.452
H -41.6584 1.6260 3.3982 -0.207 -0.072 0.008
H -41.8454 0.1024 2.4300 0.478 0.286 -0.388
H -43.2116 0.6540 3.2027 -0.079 0.637 0.473
H -40.3995 2.4917 1.3827 -0.098 -0.354 0.238
H -41.0025 2.6533 -0.2375 -0.354 0.029 -0.034
H -40.8543 1.0157 0.3792 0.125 0.019 0.277
C -44.8788 -11.6798 -0.5278 -0.983 0.124 0.601
S -46.7150 -11.1869 -0.6055 1.188 3.014 0.000
O -46.7953 -9.8154 0.1563 0.184 -3.072 -1.270
C -46.5848 -10.6282 -2.3518 0.253 0.166 0.017
H -44.8440 -12.3274 0.3482 0.291 0.324 0.175
H -44.3761 -10.7232 -0.3849 -0.015 -0.113 0.224
H -44.4039 -12.2287 -1.3410 -0.643 0.086 -0.360
H -46.1645 -11.3973 -2.9998 -0.159 -0.140 0.119
H -45.8897 -9.7897 -2.3099 0.118 -0.045 0.110
H -47.5021 -10.2256 -2.7813 -0.232 -0.343 0.407
C -38.6484 -2.2685 12.5425 -0.744 0.021 0.477
S -37.9247 -3.8437 11.9584 -0.610 -0.158 -0.484
O -38.1046 -4.9471 12.9748 -0.289 1.390 -0.901
C -39.2197 -4.0373 10.6187 0.045 -0.624 0.691
H -37.9755 -1.7299 13.2097 -0.039 -0.317 0.070
H -39.6006 -2.5076 13.0160 0.175 -0.261 0.590
H -38.9927 -1.5737 11.7764 0.710 -0.240 -0.568
H -39.5186 -3.1071 10.1355 0.642 -0.009 -0.133
H -40.1414 -4.4372 11.0413 0.115 -0.104 0.439
H -38.8357 -4.8022 9.9438 0.008 0.308 -0.200
C -44.6754 -11.0688 7.7606 -0.827 -0.193 -0.783
S -45.0082 -10.3051 6.0844 1.371 -2.494 -0.983
O -43.8270 -10.7621 5.1962 -1.634 1.008 1.314
C -46.3686 -11.4959 5.5624 -0.366 0.765 0.747
H -45.6582 -11.3468 8.1414 -0.015 0.360 0.344
H -44.1381 -10.3999 8.4330 -0.114 0.036 -0.276
H -44.1553 -12.0170 7.6251 0.292 0.224 -0.298
H -47.2505 -11.4641 6.2022 0.240 0.209 0.669
H -46.0101 -12.5252 5.5722 0.301 0.238 -0.367
H -46.8196 -11.1482 4.6330 0.810 -0.167 -0.404
C -38.1334 -12.6724 10.6810 -0.332 -0.525 0.489
S -37.6338 -10.9337 10.6971 2.970 -1.497 -1.418
O -36.0608 -10.9425 10.6956 -3.569 0.332 -0.082
C -38.1199 -10.7712 8.8865 0.900 1.750 0.264
H -37.5758 -13.3711 10.0573 0.410 0.724 -0.502
H -39.1538 -12.6357 10.2995 -0.164 -0.283 0.389
H -38.0540 -13.1377 11.6635 -0.344 0.429 0.236
H -37.2078 -11.1015 8.3895 -0.222 -0.270 -0.148
H -38.1792 -9.6926 8.7403 0.353 0.220 0.001
H -39.0498 -11.0848 8.4121 0.000 -0.895 0.752
C -41.8219 -14.7602 4.2733 -0.696 0.291 -0.140
S -40.4222 -14.2191 5.3265 -0.115 -0.229 -0.297
O -39.4732 -15.3768 5.4580 -0.595 0.797 -0.333
C -39.6444 -13.1182 4.0779 1.107 -1.084 -0.422
H -42.6858 -14.1059 4.3901 0.226 0.577 0.290
H -42.2352 -15.7206 4.5814 0.673 -0.207 0.130
H -41.6129 -14.7424 3.2036 0.426 -0.296 0.116
H -39.9859 -12.1243 3.7889 -0.583 -0.258 0.471
H -39.5324 -13.7739 3.2144 -0.417 0.124 -0.352
H -38.5979 -13.0712 4.3794 -0.058 0.346 0.570
C -35.5126 2.3079 8.0828 0.859 -0.238 0.724
S -35.3309 0.4643 8.4773 -1.953 -0.587 0.207
O -35.4918 0.0322 9.9375 0.008 1.445 -2.179
C -36.9912 0.0029 7.6385 0.516 -0.825 0.857
H -36.4334 2.8637 8.2598 -0.221 -0.597 0.235
H -35.1977 2.4721 7.0523 -0.175 -0.533 -0.194
H -34.7113 2.7707 8.6589 -0.069 0.039 0.255
H -37.7953 0.6013 8.0667 0.204 0.405 -0.424
H -37.2579 -1.0164 7.9177 0.517 -0.152 0.626
H -36.9739 -0.1305 6.5569 0.281 1.029 -0.097
C -46.3488 -2.2759 8.7847 0.482 0.289 0.959
S -46.1994 -3.2217 10.3617 1.832 -1.642 -1.022
O -45.2059 -4.3512 9.9381 -1.660 2.227 1.265
C -45.2359 -1.8677 11.2837 0.142 0.005 -1.535
H -47.0726 -1.4813 8.9658 0.158 0.156 -0.248
H -46.5961 -2.8591 7.8977 -0.258 -0.434 0.583
H -45.3264 -1.9233 8.6486 -0.136 0.397 -0.179
H -45.6223 -0.8900 10.9959 -0.479 -0.074 0.070
H -44.2745 -1.9061 10.7715 0.266 -0.232 0.290
H -45.1174 -1.8871 12.3671 -0.335 -0.706 -0.194
```
Positions in Å, forces in eV/Å.

Results
Calculated total energy: -4673.91264 a.u.
Frontier orbital gap: 8.884 eV